(1)
{"formula": "C6H7ClO", "method": "ωB97M-V/def2-TZVPD", "symbols": ["Cl", "O", "C", "C", "C", "C", "C", "C", "H", "H", "H", "H", "H", "H", "H"], "xyz": [[2.277, -2.459, -0.951], [-0.991, 0.444, -1.952], [0.951, -1.956, 0.161], [-0.863, 2.343, -0.146], [0.171, 0.306, 0.810], [-0.517, -0.582, -1.411], [-0.509, 1.594, 1.035], [0.189, -0.693, -0.137], [-1.467, 3.160, 0.353], [-0.236, 1.995, 1.991], [0.453, -2.938, 0.586], [1.455, -1.742, 1.146], [-0.992, 1.807, -1.203], [0.877, 0.194, 1.541], [-0.799, -1.473, -1.824]], "lowdin_charge": [0.524, -0.009, -0.578, 0.080, -0.042, -0.159, -0.114, -0.252, 0.059, 0.078, 0.120, 0.069, 0.061, 0.069, 0.095], "smiles": "C=C/C=C(\\C=O)CCl", "relative_energy_ev": 4.142}



(2)
{"formula": "C21H28Cl2KN2O6", "method": "ωB97M-V/def2-TZVPD", "symbols": ["K", "Cl", "Cl", "O", "O", "O", "O", "O", "O", "N", "N", "C", "C", "C", "C", "C", "C", "C", "C", "C", "C", "C", "C", "C", "C", "C", "C", "C", "C", "C", "C", "C", "H", "H", "H", "H", "H", "H", "H", "H", "H", "H", "H", "H", "H", "H", "H", "H", "H", "H", "H", "H", "H", "H", "H", "H", "H", "H", "H", "H"], "xyz": [[-3.308, -3.293, -1.972], [-0.570, -4.502, 0.968], [-0.636, 0.721, 5.538], [4.066, 0.680, -0.138], [-2.650, 2.080, -0.518], [2.508, 0.308, -4.656], [-1.530, -2.203, 1.634], [-3.940, 2.191, 1.312], [2.554, 1.459, -2.735], [2.545, -0.993, 0.212], [-1.636, -1.984, -1.645], [0.814, -2.072, -1.129], [-0.413, -1.943, -1.991], [1.654, 1.050, -0.505], [0.717, 0.788, 1.799], [4.390, -0.037, -3.243], [-3.679, 1.658, 0.272], [0.872, -2.176, 1.396], [1.421, 0.982, -2.028], [-0.402, 1.470, 3.941], [1.098, -1.222, 0.185], [-0.832, 0.573, -0.170], [-4.470, 0.485, -0.241], [3.083, 0.569, -3.640], [-1.352, 1.974, 0.099], [2.938, 0.282, -0.149], [1.858, 2.457, -0.180], [-0.508, -2.761, 1.424], [0.585, 0.279, 0.339], [2.065, 3.615, 0.031], [-4.361, -0.696, 0.746], [-0.365, 0.415, 2.826], [0.796, 1.871, 1.764], [-4.185, 0.223, -1.258], [5.029, -0.094, -4.120], [-1.472, 2.206, 1.155], [-3.630, -0.489, 1.524], [-5.507, 0.816, -0.283], [-0.733, 2.741, -0.356], [-1.520, -0.126, 0.309], [1.200, -0.026, -2.368], [-5.305, -0.877, 1.251], [-1.234, 2.154, 3.801], [4.893, 0.511, -2.454], [1.668, -1.920, -1.785], [1.576, -2.996, 1.281], [4.215, -1.061, -2.909], [-0.231, -1.844, -3.062], [0.592, 1.645, -2.274], [-1.677, -2.061, -0.622], [-0.143, -0.525, 3.317], [3.162, -1.762, -0.006], [-4.065, -1.632, 0.270], [-0.945, 0.408, -1.236], [0.855, -3.129, -0.854], [-1.358, 0.364, 2.388], [2.209, 4.648, 0.233], [1.104, -1.689, 2.335], [1.676, 0.445, 2.195], [0.515, 2.049, 3.984]], "lowdin_charge": [0.954, 0.701, 0.578, 0.148, 0.002, 0.145, 0.062, 0.155, 0.011, 0.139, -0.140, -0.068, -0.175, -0.263, -0.112, 0.030, -0.493, -0.091, -0.087, -0.575, -0.284, -0.099, -0.120, -0.507, -0.119, -0.407, -0.077, -0.739, -0.233, 0.201, -0.063, -0.248, 0.106, 0.107, 0.098, 0.121, 0.068, 0.125, 0.129, 0.095, 0.107, 0.087, 0.074, 0.080, 0.112, 0.114, 0.092, 0.136, 0.150, 0.017, 0.071, 0.164, 0.030, 0.108, 0.100, 0.093, 0.053, 0.125, 0.142, 0.076], "charge": 1}



(3)
{"formula": "C5H7N2O2", "method": "ωB97M-V/def2-TZVPD", "symbols": ["O", "O", "N", "N", "C", "C", "C", "C", "C", "H", "H", "H", "H", "H", "H", "H"], "xyz": [[-1.948, -1.674, -0.511], [2.635, 0.777, -0.205], [-0.679, 0.055, -1.251], [-1.881, 0.468, 0.507], [1.553, -1.274, 0.570], [-2.830, 1.245, 0.618], [-1.534, -0.542, -0.383], [1.561, 0.089, -0.092], [0.463, 0.491, -1.073], [3.460, 0.502, 0.183], [0.953, 1.239, -1.692], [1.135, -1.957, -0.205], [2.563, -1.575, 0.751], [1.026, -1.316, 1.567], [-3.554, 1.618, -0.160], [-2.922, 1.853, 1.375]], "lowdin_charge": [0.136, 0.245, 0.230, 0.122, 0.054, 0.069, -0.555, -0.128, -0.027, 0.170, 0.144, 0.133, 0.087, 0.149, 0.134, 0.036], "charge": 1, "relative_energy_ev": 4.740}



(4)
{"formula": "C32H78B4Mg2O17S7", "method": "ωB97M-V/def2-TZVPD", "symbols": ["S", "S", "S", "S", "S", "S", "S", "Mg", "Mg", "O", "O", "O", "O", "O", "O", "O", "O", "O", "O", "O", "O", "O", "O", "O", "O", "O", "C", "C", "C", "C", "C", "C", "C", "C", "C", "C", "C", "C", "C", "C", "C", "C", "C", "C", "C", "C", "C", "C", "C", "C", "C", "C", "C", "C", "C", "C", "C", "C", "B", "B", "B", "B", "H", "H", "H", "H", "H", "H", "H", "H", "H", "H", "H", "H", "H", "H", "H", "H", "H", "H", "H", "H", "H", "H", "H", "H", "H", "H", "H", "H", "H", "H", "H", "H", "H", "H", "H", "H", "H", "H", "H", "H", "H", "H", "H", "H", "H", "H", "H", "H", "H", "H", "H", "H", "H", "H", "H", "H", "H", "H", "H", "H", "H", "H", "H", "H", "H", "H", "H", "H", "H", "H", "H", "H", "H", "H", "H", "H", "H", "H"], "xyz": [[0.847, 4.323, 0.908], [4.342, -1.538, 1.138], [-0.475, -4.792, 2.000], [3.414, -1.887, -3.989], [-3.017, -0.709, -1.261], [-1.537, 2.973, -2.975], [-3.057, 2.417, 1.576], [-0.297, 1.204, -0.145], [2.604, 1.091, -2.811], [-4.291, 1.592, 1.358], [-0.945, 2.181, -1.862], [0.585, 3.056, 0.214], [4.853, -2.813, 1.630], [-3.468, -0.295, -2.590], [4.536, -2.445, -4.717], [-4.023, -2.048, 5.007], [-4.304, -4.176, 4.886], [-1.638, -4.017, 1.527], [-1.042, 4.308, -3.291], [-5.255, -3.031, 6.547], [-1.970, -0.005, -0.474], [-0.351, -5.056, 3.409], [-1.894, 2.314, 0.656], [3.464, -0.494, -3.522], [3.448, -1.526, -0.033], [-0.272, 5.195, 1.197], [3.078, 5.667, 1.397], [2.234, 5.224, 0.199], [-3.653, -2.316, 3.675], [-2.293, -1.598, 3.393], [4.235, 0.741, 2.515], [2.742, -2.984, -2.666], [1.709, 3.915, 2.525], [-1.667, 1.945, -4.508], [-3.823, 3.155, -4.134], [1.928, -2.096, -5.039], [1.846, -4.835, 0.654], [3.587, -0.705, 2.543], [-2.504, 3.716, 3.952], [1.463, -6.293, 1.052], [-3.099, 2.083, -5.021], [-3.516, -3.360, -1.372], [-2.560, 2.297, 3.410], [5.727, -0.285, 0.916], [-2.348, -2.360, -1.502], [-4.425, -2.778, -0.185], [1.067, -3.892, 1.544], [0.911, -2.773, -4.185], [5.676, 0.621, 2.100], [3.137, 4.504, 2.373], [1.582, -3.732, -3.276], [-3.609, 4.156, 1.701], [-3.315, 3.094, -2.709], [-0.074, -6.389, 1.079], [-3.626, 4.530, 3.185], [-4.455, -1.242, -0.250], [-3.512, -3.868, 3.719], [-4.590, -3.072, 5.510], [0.313, 0.551, 1.673], [2.006, 1.949, -4.473], [3.841, 2.022, -1.595], [0.908, 0.297, -1.708], [-0.323, -0.135, 1.135], [-1.728, 1.605, 3.540], [1.143, 4.473, 3.271], [-4.030, -3.348, -2.333], [1.870, -6.533, 2.035], [4.244, 1.210, 3.500], [2.504, -0.822, 2.518], [3.904, 3.780, 2.098], [-1.731, -2.387, -2.400], [-3.741, 2.259, -2.153], [3.662, 0.984, -1.358], [-0.559, -7.201, 1.622], [0.309, -2.064, -3.617], [-3.166, -4.376, -1.191], [-3.016, 2.299, -6.086], [1.717, 2.351, -3.514], [2.353, -2.312, -1.901], [-1.556, -2.003, 4.087], [-5.433, -3.194, -0.193], [1.922, -6.989, 0.350], [-4.610, 4.387, 3.629], [2.696, 6.541, 1.923], [-2.420, -0.525, 3.533], [2.183, -2.740, -5.880], [-0.915, 2.259, -5.232], [1.892, 5.999, -0.487], [-0.225, 1.442, 1.957], [4.542, 2.506, -0.933], [-1.534, 4.061, 3.593], [0.277, -0.285, -1.054], [3.510, -3.568, -2.158], [6.596, -0.894, 0.665], [-1.442, 0.923, -4.205], [1.503, 1.003, -4.599], [1.626, -1.136, -5.457], [-3.946, -3.063, 0.752], [-3.002, 4.782, 1.048], [-3.443, 5.603, 3.253], [2.805, 4.524, -0.411], [3.057, 1.713, -4.413], [0.758, 0.101, 2.547], [0.490, 0.354, -2.702], [6.019, 1.573, 1.696], [1.660, 2.620, -5.244], [-3.422, 1.874, 3.927], [-3.513, 4.022, -2.172], [-2.450, -4.052, 3.880], [5.356, 0.187, 0.007], [1.103, 0.877, 1.014], [1.487, 2.863, 2.702], [-0.406, -6.399, 0.041], [1.831, -4.626, -3.846], [-4.889, 2.941, -4.060], [-4.260, -0.845, 0.747], [-1.966, -1.645, 2.354], [4.044, 5.928, 0.965], [0.165, -3.398, -4.677], [0.909, -4.134, -2.518], [1.870, -0.191, -1.716], [2.849, 2.446, -1.617], [0.820, -2.951, 1.053], [-3.655, 1.149, -4.932], [1.491, -3.659, 2.521], [4.177, 1.996, -2.620], [-3.848, -4.325, 2.789], [-4.564, 4.234, 1.180], [2.900, -4.602, 0.801], [-2.442, 3.725, 5.040], [3.444, 4.935, 3.326], [3.918, -1.175, 3.469], [-1.752, -2.466, -0.595], [-3.711, 4.158, -4.545], [6.370, 0.487, 2.930], [-5.365, -0.893, -0.737], [3.809, 1.452, 1.807], [-4.514, -1.982, 3.096], [1.519, -4.709, -0.379], [1.094, 1.294, -1.341]], "lowdin_charge": [0.776, 0.725, 0.735, 0.818, 0.799, 0.802, 0.840, 0.401, 0.304, -0.355, -0.386, -0.357, -0.360, -0.314, -0.297, 0.114, 0.107, -0.362, -0.289, 0.107, -0.373, -0.321, -0.385, -0.328, -0.328, -0.317, -0.212, -0.191, -0.271, 0.019, -0.196, -0.190, -0.146, -0.176, -0.212, -0.178, -0.200, -0.187, -0.184, -0.214, -0.185, -0.164, -0.189, -0.177, -0.216, -0.168, -0.199, -0.250, -0.244, -0.202, -0.236, -0.212, -0.223, -0.177, -0.176, -0.183, -0.065, -0.650, -0.395, -0.350, -0.346, -0.422, -0.020, 0.085, 0.093, 0.106, 0.116, 0.116, 0.060, 0.102, 0.102, 0.094, -0.032, 0.101, 0.106, 0.106, 0.111, -0.018, 0.073, 0.104, 0.115, 0.114, 0.113, 0.118, 0.062, 0.112, 0.103, 0.118, -0.037, 0.003, 0.093, 0.011, 0.114, 0.108, 0.096, -0.027, 0.106, 0.074, 0.096, 0.113, 0.097, -0.019, 0.001, 0.017, 0.115, 0.004, 0.101, 0.110, 0.091, 0.082, -0.009, 0.086, 0.096, 0.124, 0.112, 0.072, 0.068, 0.122, 0.125, 0.105, -0.009, -0.025, 0.102, 0.100, 0.108, -0.010, 0.121, 0.102, 0.110, 0.121, 0.111, 0.104, 0.087, 0.115, 0.120, 0.112, 0.103, 0.149, 0.095, -0.014]}



| no. | DFT total energy (Ha) |
| --- | --- |
| 1 | -768.11195 |
| 2 | -2897.99384 |
| 3 | -454.32659 |
| 4 | -5831.76250 |